<w>
A cluster of 2 separate species, C2H5ClFN2O2 in total. Source: the Open Molecules 2025 dataset; level of theory: ωB97M-V with the def2-TZVPD basis set.

The geometry in ORCA input format:
```
! RIJCOSX wB97M-V def2-TZVPD def2/J DEFGRID3
* xyz -1 1
C 0.839 -0.763 0.142
H -0.577 -0.230 -1.390
Cl 2.249 -0.960 -1.421
C -0.321 0.071 -0.356
H 0.463 -1.799 0.172
H 1.516 -0.173 0.766
N 0.103 1.556 -0.549
O -0.384 2.143 -1.498
O 0.836 2.072 0.264
N -1.420 -0.003 0.526
H -2.287 0.257 0.071
H -1.512 -1.007 0.871
F 0.497 -1.165 2.402
*
```

The calculation puts the HOMO energy at -4.68 eV. The value obtained for the LUMO energy is 3.5881 eV. The molar mass comes out at 143.52 g/mol.

Here is what natural (NBO) gives for the atomic charges, in e: -0.125 0.188 -0.392 -0.011 0.237 0.283 0.534 -0.417 -0.361 -0.805 0.353 0.404 -0.888

<x>
A cluster of 2 separate species, C2H5ClFN2O2 in total. Source: the Open Molecules 2025 dataset; level of theory: ωB97M-V with the def2-TZVPD basis set.

The geometry in ORCA input format:
```
! RIJCOSX wB97M-V def2-TZVPD def2/J DEFGRID3
* xyz -1 1
C 0.934 0.617 0.532
H -1.931 1.295 0.836
Cl 2.793 0.008 0.140
C -0.088 -0.089 -0.231
H 1.017 1.660 0.218
H 0.898 0.426 1.605
N -0.419 -1.397 0.237
O -0.962 -2.179 -0.554
O -0.236 -1.693 1.421
N -0.078 0.096 -1.638
H -0.991 -0.081 -2.040
H 0.586 -0.528 -2.098
F -1.522 1.866 1.572
*
```

The calculation puts the HOMO energy at -3.72 eV. The value obtained for the LUMO energy is 3.8153 eV. The molar mass comes out at 143.52 g/mol.

Here is what natural (NBO) gives for the atomic charges, in e: -0.287 0.573 -0.362 -0.078 0.212 0.236 0.479 -0.528 -0.508 -0.850 0.358 0.346 -0.591

The calculated energies rank the structures as follows, beginning with the most stable: <x>, <w>.